Molecular formula: C27H30AsN2PRuS6
Method: DFT, ωB97M-V/def2-TZVPD

Results
**E_tot**: -169186.025 eV
**Multiplicity**: 5
**Gap between HOMO and LUMO (spin up / spin down)**: 6.3 / 5.2 eV
**LUMO energy (spin up / spin down)**: 0.002 / -0.072 hartree
**Relative energy (zero: lowest compared OMol25 entry of this formula, charge and spin)**: 21.3 kcal/mol
**HOMO energy (spin up / spin down)**: -6.2 / -7.2 eV

```
68
Properties=species:S:1:pos:R:3:forces:R:3
Ru -0.690 0.821 0.396 2.2 -1.3 0.4
C -1.531 -1.250 3.503 0.0 -0.1 0.0
C -1.290 0.204 3.677 0.0 0.2 0.3
N -1.091 1.038 2.703 0.1 -0.1 -0.4
C -0.882 2.329 3.148 -0.1 -0.1 0.4
C -0.934 2.472 4.497 0.0 -0.1 0.0
S -1.249 0.957 5.236 0.0 0.0 -0.3
C -0.666 3.355 2.141 -0.1 0.3 -0.1
C -0.632 4.706 2.282 0.1 0.0 -0.1
S -0.450 5.451 0.746 0.1 -0.4 0.0
C -0.421 3.893 -0.011 0.0 0.4 0.2
N -0.539 2.922 0.844 -0.1 0.2 -0.1
C -0.331 3.708 -1.483 0.0 0.0 0.0
H -1.548 -1.463 2.436 0.0 0.0 0.1
H -2.488 -1.536 3.934 -0.1 0.0 0.0
H -0.748 -1.839 3.982 0.0 0.0 0.0
H -0.809 3.367 5.082 0.0 0.0 0.0
H -0.700 5.294 3.181 0.0 0.0 0.0
H 0.216 4.524 -1.953 0.0 0.0 0.0
H -1.336 3.661 -1.908 0.0 0.0 0.0
H 0.161 2.756 -1.688 0.0 0.0 0.0
S -5.493 -1.196 2.958 0.1 0.1 -0.1
As -4.798 1.049 0.310 0.2 -0.5 -0.4
S -2.827 1.309 -0.564 -1.0 0.3 -0.2
S -4.731 -1.201 1.169 0.1 0.2 0.0
S -6.154 0.832 -1.281 0.0 0.2 0.3
C -0.058 -2.786 0.649 -0.1 0.2 0.0
P -0.502 -1.353 -0.414 -0.1 0.0 0.0
C -1.934 -1.987 -1.350 0.0 0.1 0.0
C -2.364 -1.197 -2.421 0.0 -0.1 0.1
C -3.497 -1.535 -3.138 0.0 0.0 0.0
C -4.221 -2.670 -2.794 0.0 0.0 0.0
C -3.802 -3.460 -1.737 -0.1 -0.1 0.0
C -2.663 -3.121 -1.016 0.1 0.0 0.0
C 0.839 -1.429 -1.680 0.0 0.0 -0.1
C 0.639 -2.064 -2.901 0.0 0.0 0.1
C 1.586 -1.982 -3.912 0.0 0.0 0.0
C 2.729 -1.231 -3.711 0.0 0.0 0.0
C 2.962 -0.633 -2.480 0.0 0.0 0.0
C 2.055 -0.764 -1.437 0.0 -0.1 0.0
H 0.327 -3.589 0.022 0.0 -0.1 0.1
H -0.939 -3.132 1.190 0.1 0.0 0.0
H 0.695 -2.493 1.379 0.0 0.0 0.0
H -1.791 -0.318 -2.686 -0.1 0.0 0.0
H -3.826 -0.908 -3.957 0.0 0.0 0.0
H -5.116 -2.929 -3.343 0.0 0.0 0.0
H -4.367 -4.342 -1.463 0.0 0.0 0.0
H -2.365 -3.753 -0.190 0.0 0.0 0.0
H -0.270 -2.625 -3.072 0.0 0.0 0.0
H 1.416 -2.482 -4.857 0.0 0.0 0.0
H 3.456 -1.112 -4.505 0.0 0.0 0.0
H 3.871 -0.069 -2.346 0.0 0.0 0.0
H 2.234 -1.154 0.619 0.0 0.0 0.0
C 4.833 -0.518 0.148 0.0 0.1 -0.1
C 3.645 0.417 0.385 -0.1 0.0 0.1
C 3.542 0.658 1.901 0.0 0.0 -0.1
C 3.831 1.779 -0.290 0.0 -0.1 0.0
C 2.293 -0.255 -0.019 0.2 0.0 -0.1
C 1.138 0.607 0.294 -1.5 0.5 0.3
H 5.730 -0.093 0.603 0.0 0.0 0.0
H 5.045 -0.690 -0.905 0.0 0.0 0.0
H 4.646 -1.491 0.610 0.0 0.0 0.0
H 4.383 1.259 2.251 0.0 0.0 0.0
H 3.542 -0.289 2.448 0.0 0.0 0.0
H 2.614 1.184 2.135 0.0 0.1 0.0
H 4.810 2.191 -0.036 0.0 0.0 0.0
H 3.060 2.464 0.067 0.0 0.0 -0.1
H 3.754 1.726 -1.376 0.0 0.0 0.0
```
Positions in Å, forces in eV/Å.

***

Molecular formula: C3H8NOS
Method: DFT, ωB97M-V/def2-TZVPD

Results
**E_tot**: -17606.029 eV
**SMILES**: [NH3+][C@H](C=O)CS
**Gap between HOMO and LUMO**: 9.5 eV
**LUMO energy**: -0.148 hartree
**Relative energy (zero: lowest compared OMol25 entry of this formula, charge and spin)**: 9.3 kcal/mol
**HOMO energy**: -13.5 eV
**Net charge**: +1

```
14
Properties=species:S:1:pos:R:3:forces:R:3
N 0.359 0.237 -1.587 0.4 0.2 0.7
C -0.175 -0.404 -0.325 -0.7 0.0 -0.4
C -1.464 0.383 -0.036 0.9 0.5 0.2
O -1.903 1.132 -0.864 -0.3 -0.2 -0.1
C 0.782 -0.364 0.829 0.8 -0.2 0.7
S 0.103 -0.999 2.413 0.0 -0.3 -0.4
H -0.494 0.426 -2.133 0.3 0.0 -0.5
H 0.791 1.148 -1.400 -0.2 0.1 0.2
H 1.098 -0.307 -2.032 -0.4 -0.3 -0.4
H -0.409 -1.432 -0.616 -0.1 0.0 0.2
H -1.767 0.340 1.015 -0.6 -0.1 -0.1
H 1.675 -0.945 0.593 0.0 0.0 0.0
H 1.105 0.640 1.073 0.1 0.3 -0.3
H 0.299 0.144 3.069 -0.1 0.1 0.2
```
Positions in Å, forces in eV/Å.

***

Molecular formula: C5H4NO2
Method: DFT, ωB97M-V/def2-TZVPD

Results
**E_tot**: -10832.929 eV
**Gap between HOMO and LUMO (spin up / spin down)**: 8.0 / 7.4 eV
**LUMO energy (spin up / spin down)**: 0.132 / 0.130 hartree
**Relative energy (zero: lowest compared OMol25 entry of this formula, charge and spin)**: 62.1 kcal/mol
**HOMO energy (spin up / spin down)**: -4.4 / -3.9 eV
**Net charge**: -1

```
12
Properties=species:S:1:pos:R:3:forces:R:3
C 0.721 -1.440 0.501 0.8 -3.1 2.1
C 1.562 1.046 0.447 -1.1 -3.9 -3.5
C -1.740 0.038 0.117 1.6 -1.2 -0.6
C -0.593 0.130 -0.885 -0.4 -4.5 -0.5
C 0.479 -0.149 0.147 -1.8 2.6 -1.1
N 0.979 -2.482 0.991 -0.4 1.5 -1.2
O 1.457 1.790 1.327 -0.9 3.7 4.9
O 2.337 0.944 -0.485 1.7 -0.3 -1.8
H -1.848 0.882 0.789 -0.3 -0.4 0.0
H -2.205 -0.982 0.259 0.5 1.6 0.2
H -0.604 -0.743 -1.720 -0.3 1.6 2.0
H -0.544 0.965 -1.488 0.5 2.3 -0.6
```
Positions in Å, forces in eV/Å.

***

Molecular formula: C5H12O3Tm
Method: DFT, ωB97M-V/def2-TZVPD

Results
**E_tot**: -41043.716 eV
**Multiplicity**: 3
**Gap between HOMO and LUMO (spin up / spin down)**: 8.8 / 8.9 eV
**LUMO energy (spin up / spin down)**: -0.159 / -0.156 hartree
**Relative energy (zero: lowest compared OMol25 entry of this formula, charge and spin)**: 0.0 kcal/mol
**HOMO energy (spin up / spin down)**: -13.1 / -13.1 eV
**Net charge**: +1

```
21
Properties=species:S:1:pos:R:3:forces:R:3
O -1.420 2.081 0.367 0.5 0.4 -0.1
C -2.362 1.112 0.637 -1.7 -0.6 0.6
C -1.848 -0.320 0.548 0.0 -0.4 0.5
O -1.442 -0.555 -0.789 0.4 1.8 -0.6
C -0.310 -1.248 -1.232 0.1 -0.8 -0.1
C 0.918 -1.275 -0.348 -0.3 -0.8 0.1
O 1.370 0.051 -0.094 -0.5 0.7 -0.3
C 2.583 0.126 0.641 0.8 -0.1 0.3
H -3.201 1.211 -0.084 0.3 0.0 0.5
H -2.746 1.237 1.670 0.0 0.0 -0.5
H -2.655 -1.034 0.767 0.1 0.3 0.2
H -1.040 -0.476 1.280 0.0 0.0 -0.2
H -0.056 -0.784 -2.198 0.0 -0.3 0.1
H -0.615 -2.286 -1.422 0.4 0.0 -0.1
H 1.723 -1.813 -0.872 -0.3 0.0 0.2
H 0.708 -1.757 0.619 0.2 0.1 -0.3
H 2.753 1.182 0.877 0.1 -0.2 0.0
H 2.497 -0.462 1.566 0.0 0.2 -0.2
H 3.409 -0.254 0.024 -0.2 0.1 0.2
H 1.464 3.303 -1.357 0.1 0.2 0.1
Tm 0.272 1.961 -0.600 0.1 -0.6 -0.4
```
Positions in Å, forces in eV/Å.